Entry 1:
Here is a structure of composition C4H16FN8O4Zn at a distorted geometry from the Open Molecules 2025 dataset. Energies are from ωB97M-V/def2-TZVPD.

Element x y z (Å)
1 Zn -9.10553 18.34453 36.09657
2 F -7.49568 18.48597 35.03710
3 C -7.79436 15.71423 36.51560
4 O -8.47153 16.67802 36.94979
5 N -8.31051 14.46775 36.50414
6 N -6.52539 15.82497 36.10334
7 H -7.86334 13.73952 35.97603
8 H -9.20136 14.27479 36.92594
9 H -5.95511 15.02944 35.88626
10 H -6.15073 16.75289 36.23803
11 C -10.07105 20.40527 34.36597
12 O -10.17915 19.81635 35.46598
13 N -10.89823 21.40320 34.02410
14 N -9.17325 20.04392 33.41093
15 H -10.81675 21.72173 33.07415
16 H -11.75953 21.50896 34.53694
17 H -8.30836 19.64669 33.75677
18 H -9.41043 20.08638 32.43752
19 C -5.38069 17.41096 32.12761
20 O -4.43381 17.28564 31.38829
21 N -6.51715 18.17328 31.86979
22 N -5.40521 16.83568 33.36960
23 H -6.41160 18.89455 31.17663
24 H -6.91329 18.43346 32.76180
25 H -6.09457 17.07400 34.05804
26 H -4.76756 16.08715 33.55990
27 C -3.89413 20.63460 34.99347
28 O -3.15917 19.87972 34.37595
29 N -3.47510 21.89153 35.31303
30 N -5.21157 20.36150 35.22797
31 H -3.84776 22.21642 36.19149
32 H -2.51464 22.07667 35.08573
33 H -5.58612 19.47472 34.95177
34 H -5.78329 21.12541 35.53609

Summary:
- M: 324.61 g mol⁻¹
- Total charge: +1
- E_LUMO: -4.21 eV
- Frontier orbital gap: 7.4 eV

Entry 2:
Here is a structure of composition C13H13ClMnN2O2 at a distorted geometry from the Open Molecules 2025 dataset. Energies are from ωB97M-V/def2-TZVPD.

Element x y z (Å)
1 Cl -2.13610 4.10177 -2.83752
2 C -0.69259 -1.27728 -1.76902
3 C 0.74940 -1.46123 -1.60301
4 C 1.41765 -0.46412 -2.41374
5 H 1.23962 -2.33447 -1.10695
6 C 0.40679 0.29179 -3.11910
7 C -0.88858 -0.17430 -2.69076
8 H -1.85416 0.14890 -3.15779
9 H -1.48424 -1.98804 -1.42715
10 H 2.51670 -0.42315 -2.64180
11 C 0.66646 1.34157 -4.19071
12 Mn 0.16606 0.44353 -0.95068
13 C 1.67012 1.43331 -0.11820
14 O 2.54930 1.88956 0.48071
15 C -1.20118 1.80772 -0.46445
16 O -2.04343 2.47312 0.00173
17 H 1.62452 1.83072 -3.94519
18 H -0.15477 2.07908 -4.12578
19 H 0.73483 0.91167 -5.21745
20 N -0.39721 -1.45303 5.10893
21 C -0.31174 -1.03506 3.84656
22 C -0.27680 -1.95880 2.80372
23 C -0.17040 -1.49743 1.50108
24 N -0.09577 -0.17516 1.18906
25 C -0.13545 0.72248 2.22122
26 C -0.25352 0.32744 3.55044
27 H -0.42893 -2.40642 5.35898
28 H -0.41962 -0.83406 5.87137
29 H -0.31720 -3.03512 2.94301
30 H -0.13062 -2.16491 0.63715
31 H -0.07289 1.78210 1.94729
32 H -0.27626 1.09781 4.31804

Summary:
- M: 319.65 g mol⁻¹
- Total charge: +2
- 2S+1: 4
- <S²>: 3.856
- E_LUMO (alpha / beta): -8.60 / -9.67 eV
- Frontier orbital gap (alpha / beta): 6.7 / 5.6 eV

Entry 3:
Here is a cluster of 3 separate species, C2H12NO3 in total at a distorted geometry from the Open Molecules 2025 dataset. Energies are from ωB97M-V/def2-TZVPD.

Element x y z (Å)
1 C 0.89638 1.60455 1.20138
2 O 2.32254 1.52443 1.28605
3 C 0.42892 1.27895 -0.19326
4 N 0.87088 -0.13674 -0.52201
5 H 0.46205 0.77919 1.77505
6 H 0.51909 2.61335 1.42787
7 H 2.49144 2.01002 2.10492
8 H 0.87470 1.89041 -0.97778
9 H -0.65050 1.27272 -0.29360
10 H 0.42671 -0.84514 0.07125
11 H 0.56214 -0.44435 -1.45233
12 H 1.88879 -0.14813 -0.37275
13 H -2.53797 -2.61663 1.59292
14 H -1.99457 -2.68141 0.15947
15 O -2.20307 -2.07898 0.87879
16 H -2.15854 -1.03658 -2.21596
17 H -1.00112 -1.96367 -2.22454
18 O -1.19787 -1.02198 -2.24545

Summary:
- M: 98.12 g mol⁻¹
- Total charge: +1
- E_LUMO: -3.30 eV
- Frontier orbital gap: 11.6 eV

Entry 4:
Here is the ion C23H30N3O3 with charge +1 from the Open Molecules 2025 dataset. Energies are from ωB97M-V/def2-TZVPD.

Element x y z (Å)
1 C 6.42895 1.98494 1.55653
2 C 5.17006 1.24302 1.15422
3 H 4.71974 0.72476 2.00753
4 H 5.37553 0.50522 0.37056
5 O 4.22899 2.19889 0.64724
6 C 3.00978 1.75111 0.36834
7 O 2.64612 0.59902 0.48512
8 N 2.22172 2.77038 -0.08625
9 C 0.92315 2.55519 -0.55639
10 C 0.11085 1.64936 0.11383
11 C -1.09403 1.26970 -0.44788
12 C -1.56469 1.84852 -1.62045
13 C -0.79462 2.84190 -2.21203
14 C 0.44735 3.17901 -1.70568
15 H 1.05459 3.91597 -2.20796
16 H -1.15516 3.32903 -3.10486
17 C -2.88752 1.39613 -2.15359
18 H -3.04043 1.79208 -3.15774
19 C -4.02159 1.89034 -1.25258
20 C -4.07047 1.35381 0.15663
21 C -3.09146 0.60149 0.80218
22 C -3.26381 0.19689 2.12324
23 C -4.41405 0.51166 2.81545
24 C -5.40199 1.25209 2.18778
25 C -5.22021 1.66385 0.88407
26 H -5.99004 2.24489 0.39816
27 H -6.30811 1.50869 2.71342
28 H -4.53439 0.18708 3.83660
29 H -2.48483 -0.37200 2.60588
30 N -1.85697 0.23663 0.16948
31 C -1.38738 -1.00323 0.22912
32 O -1.96157 -1.97514 0.71606
33 C -0.00791 -1.29157 -0.41923
34 N 0.19630 -2.73742 -0.22041
35 C 0.22391 -3.51074 -1.48294
36 C 0.11282 -5.00848 -1.24973
37 H -0.03696 -5.50382 -2.20491
38 H -0.74079 -5.23829 -0.61596
39 H 1.01176 -5.42265 -0.80297
40 H 1.13894 -3.26933 -2.02661
41 H -0.63058 -3.18228 -2.07861
42 C 1.29568 -3.04998 0.72870
43 C 2.68192 -2.71779 0.20302
44 H 2.79055 -1.65566 0.00139
45 H 2.92455 -3.28398 -0.69133
46 H 3.40759 -2.98198 0.96712
47 H 1.22904 -4.10973 0.97745
48 H 1.10451 -2.47869 1.63914
49 H -0.73032 -2.96927 0.28310
50 H -0.03109 -1.03020 -1.47807
51 H 0.79094 -0.71613 0.05069
52 H -4.97341 1.64884 -1.73201
53 H -3.96316 2.98194 -1.19099
54 H -2.91865 0.30455 -2.20941
55 H 0.42956 1.23591 1.05587
56 H 2.68714 3.63945 -0.30547
57 H 7.15864 1.27852 1.93995
58 H 6.20431 2.71667 2.32727
59 H 6.85116 2.50084 0.69896

Summary:
- M: 396.51 g mol⁻¹
- Total charge: +1
- SMILES string: CCOC(=O)Nc1ccc2c(c1)N(C(=O)C[NH+](CC)CC)c1ccccc1CC2
- E_LUMO: -1.92 eV
- Frontier orbital gap: 9.5 eV

Entry 5:
Here is the molecule C23H31N3O7S at a distorted geometry from the Open Molecules 2025 dataset. Energies are from ωB97M-V/def2-TZVPD.

Element x y z (Å)
1 C -4.54909 -0.65671 -0.76169
2 C -4.39064 -1.71502 0.31966
3 H -4.83166 -2.66111 -0.01148
4 H -4.85711 -1.39413 1.25391
5 O -3.02068 -1.94486 0.65211
6 C -2.36880 -2.82475 -0.14619
7 O -2.88363 -3.39568 -1.07942
8 N -1.09471 -3.03733 0.25541
9 C -0.43410 -2.32333 1.32026
10 H -1.16555 -1.70466 1.83735
11 C 0.70234 -1.46470 0.76676
12 H 1.21627 -0.96953 1.59071
13 H 0.29819 -0.70497 0.09630
14 C 1.68392 -2.34105 -0.01802
15 N 2.79791 -1.58093 -0.56305
16 C 2.65767 -0.58790 -1.45543
17 O 1.60233 -0.18927 -1.90052
18 C 3.97344 -0.03079 -2.00297
19 H 4.28176 -0.68744 -2.81981
20 H 3.78500 0.96310 -2.40363
21 S 5.46898 0.08467 -0.91632
22 O 5.31763 -0.93141 0.14494
23 C 5.07136 1.71599 -0.10120
24 C 3.70330 1.71373 0.43865
25 C 3.23537 1.20194 1.61777
26 O 1.88978 1.37812 1.62406
27 C 1.59257 1.96893 0.44236
28 N 2.64780 2.19430 -0.28507
29 C 0.22506 2.23118 0.07121
30 C -0.05599 2.78630 -1.16866
31 C -1.36866 2.99631 -1.55121
32 C -2.41444 2.65853 -0.70623
33 C -2.13098 2.09672 0.56206
34 C -0.82024 1.88538 0.93533
35 H -0.57875 1.44660 1.88963
36 O -3.22228 1.80492 1.32313
37 C -3.02375 1.15721 2.55446
38 H -4.01741 1.03181 2.98190
39 H -2.41239 1.75852 3.23552
40 H -2.56238 0.17416 2.41607
41 O -3.73486 2.81314 -0.98891
42 C -4.09623 3.31429 -2.25208
43 H -3.73255 2.66970 -3.05845
44 H -5.18493 3.32397 -2.26172
45 H -3.72397 4.33280 -2.40338
46 H -1.56890 3.41943 -2.52207
47 H 0.75910 3.03179 -1.82750
48 C 3.90782 0.55770 2.77355
49 H 3.16936 0.05465 3.39217
50 H 4.63732 -0.16670 2.41837
51 H 4.42362 1.30073 3.38294
52 H 5.19058 2.47474 -0.86987
53 H 5.82026 1.83431 0.67991
54 H 3.71763 -1.70791 -0.14735
55 C 0.91876 -3.06553 -1.13100
56 H 1.59277 -3.72283 -1.68229
57 C -0.22431 -3.88231 -0.53082
58 H -0.82768 -4.33980 -1.31587
59 H 0.17872 -4.67021 0.11795
60 H 0.51613 -2.32159 -1.81854
61 H 2.12369 -3.08386 0.65825
62 H -0.02919 -3.05840 2.02917
63 H -5.60298 -0.54336 -1.00078
64 H -4.16100 0.29946 -0.42287
65 H -4.01659 -0.96700 -1.65744

Summary:
- M: 493.58 g mol⁻¹
- Total charge: 0
- E_LUMO: 0.58 eV
- Frontier orbital gap: 8.2 eV

Entry 6:
Here is the molecule C5H8BrCl at a distorted geometry from the Open Molecules 2025 dataset. Energies are from ωB97M-V/def2-TZVPD.

Element x y z (Å)
1 C -0.23725 1.16177 -0.32323
2 C -0.48609 -0.14699 -0.38048
3 C -1.27525 2.21507 -0.34745
4 C 0.98890 -1.71952 1.05976
5 C 0.91375 -1.28945 -0.43300
6 Cl 2.35398 -0.48562 -0.89235
7 Br -2.12130 -0.93212 -0.48635
8 H 0.75812 1.49305 -0.52298
9 H -0.99112 2.75453 0.50577
10 H -1.16493 2.65724 -1.27781
11 H -2.20251 1.77719 -0.05545
12 H 1.33352 -0.83871 1.79297
13 H 1.60222 -2.61165 1.24147
14 H -0.05105 -1.96500 1.18747
15 H 0.57903 -2.06982 -1.06832

Summary:
- M: 183.48 g mol⁻¹
- Total charge: 0
- SMILES string: C/C=C(\Br)[C@H](C)Cl
- E_LUMO: 0.79 eV
- Frontier orbital gap: 9.9 eV

What energy relative to the best compared isomer or geometry (same formula, charge and spin) values result from the calculations? In sequence: 14.8; 8.5; 16.4; 0.0; 65.1; 16.4 kcal per mole.